The following is a DFT calculation (ωB97M-V/def2-TZVPD) of C27H25N3PPdS as an isolated structure.

Structure (XYZ):
```
58
Properties=species:S:1:pos:R:3
Pd 0.020 -1.220 0.064
S -0.137 -4.957 -2.472
C -1.705 -4.775 -1.817
C -1.829 -3.651 -1.058
C -0.622 -2.905 -0.974
C 0.380 -3.495 -1.706
C 1.678 -2.882 -1.834
C 2.749 -3.373 -2.581
C 3.927 -2.654 -2.627
C 4.030 -1.457 -1.930
C 2.937 -1.031 -1.203
N 1.797 -1.725 -1.155
H -2.457 -5.521 -2.023
H -2.750 -3.387 -0.558
H 2.645 -4.307 -3.116
H 4.764 -3.023 -3.205
H 4.934 -0.866 -1.945
H 2.959 -0.106 -0.638
C -0.358 0.666 -2.774
P -0.374 0.829 -0.964
C -1.958 1.623 -0.576
C -3.123 0.941 -0.934
C -4.364 1.471 -0.622
C -4.452 2.681 0.057
C -3.296 3.360 0.412
C -2.051 2.837 0.096
C 0.942 1.985 -0.530
C 1.670 2.706 -1.472
C 2.713 3.525 -1.061
C 3.030 3.632 0.285
C 2.306 2.918 1.231
C 1.271 2.092 0.826
H -0.517 1.614 -3.287
H -1.154 -0.025 -3.051
H 0.592 0.225 -3.075
H -3.060 -0.008 -1.456
H -5.264 0.944 -0.912
H -5.421 3.095 0.301
H -3.362 4.307 0.932
H -1.154 3.376 0.373
H 1.435 2.635 -2.526
H 3.277 4.082 -1.797
H 3.843 4.273 0.600
H 2.552 3.001 2.281
H 0.712 1.521 1.560
N -2.400 0.013 2.366
C -1.304 -0.422 3.031
C -1.225 -0.355 4.435
C -0.084 -0.782 5.060
C 0.980 -1.273 4.298
C 0.833 -1.305 2.937
N -0.281 -0.885 2.296
H -3.244 0.234 2.861
H -2.475 -0.179 1.381
H -2.068 0.028 4.994
H -0.009 -0.741 6.139
H 1.893 -1.624 4.757
H 1.629 -1.681 2.305
```

As for the spin multiplicity: 3. As for the energy above the lowest of the compared OMol25 structures with the same formula, charge and spin: 0.00 kcal per mole. The total energy comes out at -2075.36515 hartree. The value obtained for the orbital gap (spin up / spin down) is 8.06 / 6.70 eV. The total charge is +1.